(1)
9
Properties=species:S:1:pos:R:3:forces:R:3:mulliken_charge:R:1 method="wB97M-V/def2-TZVPD" gap_ev="7.951 / 8.009" homo_ev="-13.94 / -13.99" total_charge=+1 multiplicity=2
O 0.29536 0.21540 -0.52221 -0.943 0.023 -1.272 -0.1185
C -1.07576 0.45557 -0.90694 -2.434 1.478 0.078 0.0263
C -1.85649 0.73252 0.15391 -0.009 -0.502 -3.039 0.0000
O -1.55887 0.68955 1.38454 -0.994 0.270 1.067 -0.4718
Sn 0.36135 0.39501 1.48675 2.664 0.020 3.944 1.0540
H -1.26811 0.53074 -1.97081 0.116 -0.089 0.356 0.4677
C 0.80658 -0.79540 -1.24510 1.513 -1.575 -0.827 -0.0932
O 1.45950 -1.51236 -0.35699 0.221 1.062 -0.051 -0.3006
H 2.16748 -2.01193 -0.78367 -0.134 -0.687 -0.256 0.4361

---

(2)
12
Properties=species:S:1:pos:R:3:forces:R:3:mulliken_charge:R:1 method="wB97M-V/def2-TZVPD" gap_ev=9.660 homo_ev=-8.93 total_charge=0
C 0.60807 -0.68526 0.87196 1.085 -0.748 -0.120 -0.0604
C 1.53012 -0.13028 0.03202 -3.874 0.360 2.795 0.4660
C -3.82015 0.56055 -0.35481 -1.612 0.502 0.370 -0.0484
C 0.23100 0.51160 0.29444 1.008 0.009 -0.970 -0.7202
C 2.90631 -0.09602 -0.33228 2.014 -0.587 1.037 -0.8137
O -4.84576 0.82818 0.21291 -0.124 0.452 0.680 -0.4035
H 0.35335 -1.46163 1.62844 0.227 0.699 -0.838 0.2961
H -3.90532 -0.22736 -1.05281 0.741 -1.316 -1.209 0.2325
H -2.92490 1.12974 -0.22999 1.055 0.372 0.177 0.2264
H 3.08173 -0.95951 -0.97080 0.374 0.188 -0.400 0.2670
H 3.50390 -0.32247 0.61283 -0.671 0.227 -1.108 0.2678
H 3.28166 0.85244 -0.71192 -0.223 -0.158 -0.412 0.2904

---

Respective energy relative to the best compared isomer or geometry (same formula, charge and spin) values: 296.4, 469.2 kJ/mol.
Respective F_max values: 4.76, 4.79 eV/Å.